Entry P
DFT (ωB97M-V/def2-TZVPD) results for C5H12N4 as an isolated structure.

Its LUMO energy is 0.98 eV. The gap between HOMO and LUMO is 9.66 eV.

Cartesian coordinates (Å):
C 2.114 0.553 1.516
C -1.612 1.163 -0.958
C 0.456 -0.501 -0.359
C 0.821 0.285 0.860
C -1.022 0.162 0.009
N 0.419 -1.943 -0.263
N 1.047 -0.130 -1.616
N -1.979 -0.811 0.495
N -0.357 0.761 1.155
H 0.004 -2.328 -1.111
H -0.251 -2.212 0.461
H 1.945 -0.582 -1.768
H 1.184 0.872 -1.723
H -2.942 -0.500 0.391
H -1.847 -0.932 1.499
H 2.661 -0.383 1.657
H 1.949 1.026 2.486
H 2.714 1.226 0.897
H -1.919 0.675 -1.889
H -2.494 1.655 -0.530
H -0.890 1.944 -1.210

natural (NBO) population analysis, charges in e, atoms 1 to 2: C -0.68; C -0.63

Entry Q
DFT (ωB97M-V/def2-TZVPD) results for one molecule with the formula C5H12N4.

As for the structure (SMILES): [H]/N=C(\C/N=C(/C)N)NC. Its LUMO energy is 0.80 eV. The gap between HOMO and LUMO is 8.89 eV.

Cartesian coordinates (Å):
H -1.072 -0.801 3.254
N -1.421 -1.040 2.325
C -0.581 -0.741 1.390
C 0.809 -0.244 1.678
N 1.307 -0.651 0.356
C 0.995 0.149 -0.669
C 1.523 -0.373 -1.994
N 0.888 1.534 -0.592
N -1.102 -0.565 0.016
C -2.273 0.216 -0.301
H 0.869 0.816 1.935
H 1.292 -0.851 2.446
H 2.603 -0.220 -2.041
H 1.332 -1.446 -2.078
H 1.059 0.160 -2.830
H 1.107 1.966 0.295
H 1.177 2.076 -1.396
H -0.747 -1.249 -0.642
H -3.131 -0.087 0.304
H -2.067 1.272 -0.112
H -2.566 0.078 -1.345

natural (NBO) population analysis, charges in e, atoms 1 to 2: H 0.33; N -0.65

Q: What are the energies relative to the best structure? A: entry P 0.0; entry Q 145.6, in kJ/mol.

Entry P
DFT (ωB97M-V/def2-TZVPD) results for an isolated ion of composition C6H9N2 and charge +1.

Its total charge is +1. As for the structure (SMILES): C=C=CNC=[N+]=CC. Its LUMO energy is -4.30 eV. The gap between HOMO and LUMO is 8.58 eV.

Cartesian coordinates (Å):
C 4.217 0.668 0.111
C 3.214 -0.086 -0.048
C 2.139 -0.786 -0.128
N 0.874 -0.009 -0.031
C -0.299 -0.707 0.002
N -1.442 -0.288 0.138
C -2.601 -0.145 0.496
C -3.684 0.409 -0.347
H 4.610 1.242 -0.706
H 4.716 0.570 1.052
H 2.028 -1.820 -0.421
H 1.046 0.909 0.150
H 0.005 -1.720 -0.133
H -2.731 0.050 1.567
H -3.691 1.504 -0.325
H -3.800 0.151 -1.427
H -4.600 0.058 0.049

natural (NBO) population analysis, charges in e, atoms 1 to 2: C -0.39; C 0.05

Entry Q
DFT (ωB97M-V/def2-TZVPD) results for C6H9N2 as an isolated structure.

Its total charge is +1. Its LUMO energy is -4.42 eV. The gap between HOMO and LUMO is 9.38 eV.

Cartesian coordinates (Å):
C -0.088 1.067 -1.251
C -0.408 -0.174 -1.560
C 0.619 1.536 -0.084
C -0.447 -1.422 -0.672
C 0.558 -1.341 0.490
C 0.238 0.083 1.112
N 1.296 2.562 -0.356
N -0.613 0.151 2.053
H -0.278 1.844 -1.997
H -1.053 -0.214 -2.380
H -1.437 -1.639 -0.292
H -0.333 -2.208 -1.354
H 0.276 -2.190 1.185
H 1.619 -1.355 -0.013
H -0.994 -0.821 2.403
H -0.917 0.994 2.533
H 1.963 3.127 0.182

natural (NBO) population analysis, charges in e, atoms 1 to 2: C -0.30; C -0.11

Entry R
DFT (ωB97M-V/def2-TZVPD) results for C6H9N2 as an isolated structure.

Its total charge is +1. Its LUMO energy (alpha / beta) is -7.12 / -7.11 eV. The gap between HOMO and LUMO (alpha / beta) is 7.66 / 7.67 eV.

Cartesian coordinates (Å):
C 0.230 1.285 -0.688
C 1.524 -0.040 -0.017
C 0.145 0.205 0.430
C 2.499 -1.065 0.364
C -2.260 0.443 -0.210
C -1.180 -0.496 0.206
N 1.545 0.948 -0.807
N -0.652 1.849 -1.346
H 0.219 0.468 1.513
H 2.001 -1.934 -0.175
H 2.312 -1.251 1.425
H 3.474 -0.786 0.165
H -3.120 0.143 -0.746
H -1.677 1.395 -1.029
H -2.533 1.192 0.483
H -1.031 -1.250 -0.614
H -1.496 -1.105 1.045

natural (NBO) population analysis, charges in e, atoms 1 to 2: C 0.41; C 0.43

Entry S
DFT (ωB97M-V/def2-TZVPD) results for an isolated ion of composition C6H9N2 and charge +1.

Its total charge is +1. Its LUMO energy (alpha / beta) is -3.93 / -3.93 eV. The gap between HOMO and LUMO (alpha / beta) is 7.38 / 7.38 eV.

Cartesian coordinates (Å):
C 2.154 -0.601 -0.015
C -1.674 -0.581 -0.229
C 0.267 0.919 0.020
C 2.723 -1.748 -0.042
C -2.827 -1.355 0.072
C -0.026 2.386 -0.058
N -0.693 0.042 -0.017
N 1.592 0.540 0.065
H 2.900 -2.332 0.852
H 3.080 -2.191 -0.962
H -2.612 -2.400 -0.158
H -3.650 -1.046 -0.575
H -3.123 -1.262 1.121
H 0.136 2.766 -1.068
H 0.602 2.945 0.633
H -1.063 2.573 0.206
H 2.215 1.346 0.155

natural (NBO) population analysis, charges in e, atoms 1 to 2: C 0.35; C 0.47

Q: What are the energies relative to the best structure? A: entry P 0.0; entry Q 34.3; entry R 229.5; entry S 50.7, in kJ/mol.

Entry P
DFT (ωB97M-V/def2-TZVPD) results for a 4-piece molecular cluster, C4H15NO2S overall.

Its LUMO energy is -1.14 eV. The gap between HOMO and LUMO is 7.43 eV.

Cartesian coordinates (Å):
C -1.197 -2.459 -0.968
C -0.324 -1.321 -0.402
C 0.190 -1.596 0.998
C 0.435 -0.262 1.761
S -1.082 0.795 1.523
N 0.740 -1.074 -1.359
H -1.574 -3.089 -0.166
H -2.062 -1.998 -1.456
H -0.655 -3.043 -1.700
H -0.994 -0.365 -0.276
H 1.045 -2.271 1.074
H -0.681 -2.135 1.457
H 1.208 0.287 1.235
H 0.561 -0.460 2.825
H -1.557 0.292 -0.438
H 0.811 -0.168 -1.805
H 1.578 -1.574 -1.107
H 0.997 3.310 -0.018
H 0.402 1.926 0.488
O 0.981 2.367 -0.194
H 0.756 2.011 -1.642
H 1.849 1.876 -2.745
O 0.927 1.702 -2.545

natural (NBO) population analysis, charges in e, atoms 1 to 2: C -0.63; C 0.10

Entry Q
DFT (ωB97M-V/def2-TZVPD) results for a 3-piece molecular cluster, C4H15NO2S overall.

As for the structure (SMILES): CSCCCN.O.O. Its LUMO energy is 0.44 eV. The gap between HOMO and LUMO is 8.82 eV.

Cartesian coordinates (Å):
C 0.892 0.828 2.639
S 1.047 -0.821 1.901
C -0.396 -0.783 0.713
C -0.310 -1.932 -0.270
C -0.659 -1.523 -1.774
N -1.852 -0.742 -1.916
H -0.151 1.143 2.811
H 1.419 1.670 2.209
H 1.346 0.543 3.592
H -0.230 0.212 0.248
H -1.355 -0.691 1.207
H -1.207 -2.549 0.013
H 0.518 -2.630 -0.394
H 0.187 -0.923 -2.102
H -0.696 -2.463 -2.330
H -2.689 -1.077 -1.468
H -1.698 0.237 -1.740
O 3.035 1.403 -0.807
H 2.508 0.621 -0.946
H 2.975 1.951 -1.602
O -1.012 2.205 -0.231
H -0.130 2.401 0.101
H -1.544 2.920 0.144

natural (NBO) population analysis, charges in e, atoms 1 to 2: C -0.76; S 0.17

Entry R
DFT (ωB97M-V/def2-TZVPD) results for a 3-piece molecular cluster, C4H15NO2S overall.

As for the structure (SMILES): NCCCCS.O.O. Its LUMO energy is 0.39 eV. The gap between HOMO and LUMO is 9.40 eV.

Cartesian coordinates (Å):
N 1.443 0.163 -1.210
C 1.562 0.853 0.070
C 0.363 1.712 0.536
C -1.009 1.064 0.311
C -1.318 -0.226 1.064
S -1.039 -0.192 2.919
H 1.687 0.805 -1.950
H 0.552 -0.264 -1.408
H 1.678 0.120 0.873
H 2.455 1.466 -0.034
H 0.559 2.037 1.560
H 0.284 2.686 0.028
H -1.260 0.922 -0.732
H -1.662 1.833 0.747
H -0.821 -1.107 0.662
H -2.382 -0.435 0.983
H -1.620 1.003 3.025
O -1.072 -1.421 -1.988
H -0.983 -1.073 -2.888
H -1.791 -2.053 -1.890
O 1.541 -2.974 -0.323
H 1.114 -2.749 0.507
H 1.716 -2.171 -0.863

natural (NBO) population analysis, charges in e, atoms 1 to 2: N -0.87; C -0.22

Q: What are the energies relative to the best structure? A: entry P 372.6; entry Q 55.1; entry R 0.0, in kJ/mol.

Entry P
DFT (ωB97M-V/def2-TZVPD) results for C5H8S as an isolated structure.

The spin multiplicity is 3. Its LUMO energy (alpha / beta) is 0.58 / -2.31 eV. As for the expectation value of S²: 2.0119. The gap between HOMO and LUMO (alpha / beta) is 5.59 / 5.12 eV.

Cartesian coordinates (Å):
C -1.644 -1.439 0.773
C -0.141 -0.214 0.271
C 0.734 0.589 -0.465
C -0.517 -0.816 1.529
C 0.596 0.960 -1.874
S 2.137 1.357 0.281
H -2.572 -0.759 0.489
H -0.845 -0.088 2.225
H 0.202 -1.512 1.971
H -1.466 -2.233 -0.029
H 0.472 1.986 -2.001
H -0.269 0.639 -2.226
H 1.605 0.640 -2.434
H 1.710 0.891 1.492

natural (NBO) population analysis, charges in e, atoms 1 to 2: C -0.50; C 0.05

Entry Q
DFT (ωB97M-V/def2-TZVPD) results for a 2-piece molecular cluster, C5H8S overall.

The spin multiplicity is 3. Its LUMO energy (alpha / beta) is 0.76 / -2.38 eV. As for the expectation value of S²: 2.0047. The gap between HOMO and LUMO (alpha / beta) is 6.02 / 6.19 eV.

Cartesian coordinates (Å):
C -1.205 1.434 -0.472
C -1.855 0.546 -0.979
C -0.328 2.505 -0.093
C 2.223 -2.274 1.011
C 1.237 -1.666 0.470
S -2.719 -0.705 -1.614
H -0.027 3.199 -0.934
H 0.490 2.016 0.526
H -0.813 3.192 0.819
H 3.060 -2.541 0.396
H 2.355 -2.545 1.999
H -3.948 -0.140 -1.511
H 0.374 -1.493 0.977
H 1.156 -1.527 -0.593

natural (NBO) population analysis, charges in e, atoms 1 to 2: C 0.00; C -0.28

Q: What are the energies relative to the best structure? A: entry P 0.0; entry Q 61.1, in kJ/mol.

Entry P
DFT (ωB97M-V/def2-TZVPD) results for one molecule with the formula H3NO3Si.

As for the structure (SMILES): O=[N+]([O-])O[SiH3]. Its LUMO energy is 0.28 eV. The gap between HOMO and LUMO is 11.41 eV.

Cartesian coordinates (Å):
O -0.426 -1.298 1.945
N 0.367 -0.759 1.254
O 1.450 -0.406 1.656
O 0.162 -0.687 -0.091
Si -0.276 0.660 -1.012
H -0.168 -0.266 -2.123
H -1.732 1.001 -0.921
H 0.624 1.756 -0.709

natural (NBO) population analysis, charges in e, atoms 1 to 2: O -0.33; N 0.73

Entry Q
DFT (ωB97M-V/def2-TZVPD) results for H3NO3Si as an isolated structure.

Its LUMO energy is -0.55 eV. The gap between HOMO and LUMO is 9.93 eV.

Cartesian coordinates (Å):
N 0.290 -0.022 -1.808
O 1.132 -0.729 -1.560
O -0.235 0.553 -2.673
O -0.625 0.259 -0.371
Si -0.212 -0.029 1.137
H -0.586 1.156 2.066
H -0.842 -1.280 1.515
H 1.078 0.091 1.693

natural (NBO) population analysis, charges in e, atoms 1 to 2: N 0.80; O -0.21

Q: What are the energies relative to the best structure? A: entry P 0.0; entry Q 82.2, in kJ/mol.

Entry P
DFT (ωB97M-V/def2-TZVPD) results for a 16-piece molecular cluster, C4H39NO16 overall.

Its LUMO energy is 0.08 eV. The gap between HOMO and LUMO is 9.78 eV.

Cartesian coordinates (Å):
C 1.542 -2.409 0.193
N 0.574 -1.764 -0.702
C 0.070 -0.511 -0.090
C -0.539 -2.670 -0.995
C -1.281 -2.153 -2.219
O -2.465 -2.374 -2.359
H 1.087 -2.813 1.114
H 2.058 -3.254 -0.360
H 2.344 -1.706 0.491
H 0.889 0.161 0.175
H -0.436 -0.694 0.811
H -0.603 0.005 -0.840
H -1.267 -2.855 -0.136
H -0.213 -3.686 -1.222
H -0.737 -1.609 -2.948
H -2.199 -1.471 2.175
H -3.652 -0.938 2.543
O -2.811 -0.668 2.159
H -1.731 3.575 0.937
H -0.312 3.024 0.647
O -1.259 2.750 0.732
H -2.350 1.542 0.147
H -2.957 0.168 0.716
O -2.958 0.805 -0.067
H -1.109 1.753 2.122
H -1.841 0.598 2.810
O -1.099 1.270 2.945
H -0.206 1.967 -3.340
H -0.776 0.616 -3.261
O 0.032 1.059 -3.536
H 0.834 2.224 3.452
H 2.143 1.810 2.825
O 1.697 2.528 3.145
H -1.439 2.918 -1.514
H -2.231 2.207 -2.541
O -1.594 2.911 -2.442
H 2.840 0.795 1.113
H 3.703 0.119 2.234
O 2.775 0.366 1.974
H -0.363 -2.073 2.583
H -1.100 -3.271 3.046
O -1.033 -2.646 2.318
H 3.615 2.043 -0.667
H 2.550 1.045 -1.130
O 2.851 1.636 -0.386
H -2.941 -0.382 -2.964
H -2.655 0.396 -1.677
O -2.395 0.337 -2.618
H 2.047 -3.058 -3.936
H 1.476 -2.627 -2.629
O 1.496 -3.361 -3.219
H 0.065 0.000 3.166
H 1.429 -0.423 2.669
O 0.643 -0.749 3.140
H 1.419 3.261 1.594
H 1.734 2.791 0.180
O 1.201 3.445 0.679
H 1.447 0.597 -2.759
H 1.782 -0.675 -1.943
O 2.211 0.121 -2.335

natural (NBO) population analysis, charges in e, atoms 1 to 2: C -0.43; N -0.51

Entry Q
DFT (ωB97M-V/def2-TZVPD) results for a 16-piece molecular cluster, C4H39NO16 overall.

Its LUMO energy is -0.06 eV. The gap between HOMO and LUMO is 9.98 eV.

Cartesian coordinates (Å):
N -1.526 -0.592 -1.044
C -0.691 0.501 -1.063
C -0.845 1.556 0.013
C -1.769 2.739 -0.358
C -1.445 0.881 1.322
O 0.118 0.445 -1.998
H -2.008 -0.958 -0.277
H -1.248 -1.269 -1.748
H 0.110 2.077 0.234
H -2.866 2.522 -0.170
H -1.397 3.531 0.308
H -1.505 2.913 -1.393
H -1.410 1.590 2.093
H -0.905 0.019 1.642
H -2.458 0.820 0.991
H 0.968 -2.611 -0.645
H 1.592 -1.391 0.179
O 1.346 -2.354 0.235
H -3.419 -0.167 -2.936
H -2.242 -1.118 -3.143
O -2.776 -0.436 -3.603
H 3.148 -0.598 -1.231
H 3.068 -0.019 -2.662
O 3.413 -0.799 -2.123
H 0.075 0.846 -3.981
H 0.488 -0.528 -4.423
O 0.830 0.398 -4.406
H -2.315 -1.956 1.899
H -3.888 -1.867 1.561
O -2.971 -1.466 1.463
H 3.163 -2.608 0.980
H 3.160 -3.044 2.551
O 3.213 -2.282 1.877
H 2.125 -1.780 -3.085
H 3.135 -2.940 -3.354
O 2.260 -2.654 -3.458
H 1.363 0.437 1.677
H 2.395 -0.113 2.729
O 1.581 0.352 2.582
H 2.108 1.792 -2.988
H 3.201 2.472 -2.277
O 2.388 2.015 -2.077
H 1.930 2.807 2.504
H 0.899 3.836 2.930
O 1.850 3.677 2.964
H -2.367 0.818 3.393
H -3.486 0.263 4.407
O -3.281 0.524 3.534
H 3.119 0.421 0.156
H 2.084 1.213 -0.734
O 2.165 0.405 -0.054
H -4.718 0.705 -0.783
H -4.081 -0.574 -0.715
O -4.240 0.064 -1.383
H 0.058 0.277 4.126
H 0.421 1.853 4.720
O -0.077 1.104 4.515
H -0.489 -3.654 2.295
H 0.231 -2.419 1.563
O -0.534 -2.698 2.138

natural (NBO) population analysis, charges in e, atoms 1 to 2: N -0.83; C 0.71

Q: What are the energies relative to the best structure? A: entry P 0.0; entry Q 331.8, in kJ/mol.